(1)
This record from OMol25 describes C6H9N5O2 in the gas phase at a distorted geometry. The level of theory is ωB97M-V with the def2-TZVPD basis set.

Each line ends with the Löwdin charge.
Geometry (Å):
1 H -0.77355 0.76924 1.95171  0.115
2 H -1.02451 -0.38427 0.59794  0.116
3 N 3.91235 -2.57200 -0.24343  0.101
4 C -2.91008 0.59928 -0.74510  -0.526
5 H 3.81941 -3.07730 0.63545  0.089
6 O -2.22857 0.53200 -1.68957  0.159
7 H 0.59320 2.16016 0.65400  0.111
8 C 1.26295 0.24398 -0.02732  -0.366
9 C 2.96374 -1.53706 -0.17952  -0.459
10 C 0.18264 1.30938 0.09895  -0.134
11 O -4.18084 0.06178 -0.80012  0.067
12 H 3.65872 -3.20576 -0.99593  0.084
13 N 2.15143 0.20690 0.95612  0.115
14 C -1.00106 0.67419 0.88644  -0.172
15 N 3.06330 -0.74447 0.87593  0.104
16 H -2.42076 2.34609 0.45469  0.128
17 N 1.19125 -0.52712 -1.10368  0.126
18 H -4.80391 0.72521 -1.12822  0.117
19 H -0.09994 1.66975 -0.89187  0.108
20 H -3.06499 0.97554 1.35118  0.115
21 C -2.38940 1.25425 0.52930  -0.100
22 N 2.09859 -1.47977 -1.18694  0.106

The calculation puts the HOMO-LUMO gap at 8.85 eV. Its net charge is 0.

---

(2)
This record from OMol25 describes a molecular structure, C22H50BBeCl8F4N3O11PS at a distorted geometry. The level of theory is ωB97M-V with the def2-TZVPD basis set.

Each line ends with the Löwdin charge.
Geometry (Å):
1 C -2.65326 -0.59401 -4.11766  -0.620
2 H 0.18062 -3.76724 -0.45402  0.044
3 H 0.14323 -6.71257 -1.71356  0.067
4 O 3.25176 -0.90313 -0.32920  0.333
5 N 2.48151 0.73701 4.24761  -0.122
6 Cl 1.85179 4.86350 -3.78009  0.487
7 H 0.04109 1.89463 0.07602  0.098
8 H -1.07665 -7.96912 -1.57314  0.070
9 H 3.86141 0.12835 2.90116  0.119
10 H 2.67293 0.37600 5.19158  -0.044
11 O 1.77557 -0.21618 3.47137  -0.162
12 C 5.23046 4.50139 0.78969  -0.306
13 P 3.51354 4.31576 0.22372  0.897
14 H 5.34241 4.69953 1.83590  0.030
15 C 1.28640 4.13652 -5.28898  -1.564
16 H -0.92310 0.59880 -0.58329  0.105
17 O -5.02370 2.23908 -7.00655  -0.219
18 H -2.27236 2.10512 -1.41759  0.017
19 C 0.21109 -2.73691 1.43470  -0.247
20 C -1.50399 -6.51727 -3.11556  -0.247
21 H 2.76286 6.32215 1.16595  0.032
22 H -2.60461 1.39045 1.29022  0.122
23 Cl -2.77115 -3.78408 0.19519  0.117
24 N 0.73001 -3.92597 -2.99124  0.137
25 C -0.61331 -7.05860 2.93265  -0.047
26 C -0.77493 1.19845 0.28703  -0.160
27 H 4.52047 1.13804 4.16048  0.117
28 N -0.40929 0.28117 1.35928  -0.031
29 Cl -1.19157 1.66058 -3.64315  0.588
30 O -5.03480 -0.01762 -6.23490  -0.228
31 H -1.61169 0.49604 -5.65315  0.071
32 H 0.03090 -1.12893 3.25283  0.099
33 O -6.89912 1.45911 -5.74841  -0.170
34 B -4.93260 -0.26369 0.87500  -1.291
35 H 0.02569 -0.00186 4.57032  0.114
36 C 3.54489 2.18834 2.64400  -0.219
37 Cl 0.52317 5.34027 -6.31950  0.532
38 Cl 1.59630 4.45449 7.04325  0.348
39 C 1.74527 6.11310 6.38723  -1.003
40 C 2.39026 5.32457 1.20702  -0.268
41 H -1.39496 3.89375 0.14996  0.069
42 H 0.42444 -2.01637 -0.55945  0.047
43 H 3.79774 1.98123 -0.12472  0.070
44 Cl -1.27143 -1.69402 -3.81484  0.555
45 H -1.23142 -7.50500 3.70556  0.091
46 H 0.54914 3.38336 -5.03955  -0.048
47 Cl 0.39233 6.53591 5.34078  0.515
48 H 3.05202 -0.13861 0.27422  0.164
49 H -0.23021 -6.26349 -4.86389  0.118
50 Cl 2.62251 3.34323 -6.13236  0.503
51 H 2.65794 6.16156 5.80877  0.019
52 H -1.31368 3.42301 1.83277  0.064
53 H -2.20562 -7.17706 -3.62850  0.107
54 F -5.42830 0.54741 -0.13961  0.102
55 H -1.08168 1.29740 3.07020  0.125
56 O -0.50767 -3.67111 2.24485  0.019
57 C -2.20428 0.68116 -4.76306  -0.607
58 C -0.80098 -5.64834 -4.16640  -0.184
59 Be 2.11660 1.86969 6.38364  0.354
60 O -2.82419 1.84653 -0.66363  -0.024
61 O 2.65534 1.97013 1.57383  -0.204
62 C 0.10247 -4.70982 -3.53624  -0.269
63 H 1.45555 5.31939 0.69914  0.029
64 H 0.43585 -7.26030 3.13824  0.090
65 O -6.57240 0.62905 -7.95409  -0.205
66 H 2.45623 -1.46052 -0.45548  0.164
67 C -0.10451 -2.81299 -0.02605  -0.165
68 H 2.13186 2.47585 -0.26001  0.060
69 C 3.67886 0.98943 3.52175  -0.203
70 H -1.23274 -2.69021 -0.24648  -0.050
71 C 0.35176 -0.16005 3.56493  -0.158
72 H 1.28793 -2.88445 1.58681  0.123
73 H 2.23852 5.02140 2.22345  0.027
74 H 3.60772 -0.59044 -1.18145  0.194
75 H 4.53242 2.46239 2.31664  0.104
76 H -3.06533 1.28202 -5.04381  0.062
77 H -0.06734 -1.75950 1.81657  0.062
78 F -4.52958 0.54802 1.97702  0.050
79 F -3.80884 -0.98103 0.42873  0.039
80 C -1.89040 3.34433 0.92776  -0.033
81 H 0.51890 1.69411 2.57967  0.103
82 H -3.15148 -0.41322 -3.16708  0.087
83 H -3.34697 -1.10188 -4.78030  0.061
84 H -2.08963 -5.87711 -2.45502  0.100
85 O 0.83616 -5.34714 1.53881  0.101
86 H -1.53074 -5.07679 -4.73919  0.118
87 O -0.88534 -5.66145 2.96635  0.005
88 H 0.06607 -8.00678 -2.91843  0.071
89 C -0.53378 -7.34857 -2.28477  -0.106
90 H 5.70365 5.28349 0.24869  0.019
91 H 0.47212 -0.14954 1.11230  0.069
92 H 1.78093 6.80644 7.21721  0.023
93 H 5.76372 3.60414 0.57091  0.023
94 H 3.11740 2.96252 3.24359  0.113
95 C -0.19242 0.88257 2.65549  -0.191
96 H -0.88671 -7.47276 1.96390  0.095
97 C 3.00250 2.56875 0.34743  -0.414
98 S -5.88252 1.07581 -6.73755  0.262
99 H -2.84661 3.79078 1.08637  0.081
100 F -5.92499 -1.15173 1.30581  0.084
101 C -0.10167 -4.92436 2.17517  -0.633
102 C -2.08776 1.91451 0.51243  -0.442

The calculation puts the HOMO-LUMO gap at 1.57 eV. Its net charge is -1.

---

(3)
This record from OMol25 describes C4H6BrNO2S in the gas phase at a distorted geometry. The level of theory is ωB97M-V with the def2-TZVPD basis set.

Each line ends with the Mulliken spin population.
Geometry (Å):
1 O -1.74043 0.26662 -1.21247  0.194
2 H 1.05410 -1.51782 1.25040  0.003
3 H -0.60341 -1.38058 1.19224  -0.020
4 N -0.46864 0.00391 -1.36920  0.585
5 C 0.25555 -1.39407 0.63375  0.063
6 O 0.49671 2.44392 0.36091  0.166
7 H -3.35257 0.91081 -0.33359  0.033
8 C -2.38370 0.64169 -0.18073  0.800
9 H 1.98777 0.97443 -1.27874  0.007
10 C 1.83314 0.34251 -0.41512  -0.020
11 H -2.00336 0.85958 0.71295  0.019
12 S 0.96871 1.23259 0.94612  0.330
13 H 0.26049 -2.32192 0.03369  -0.014
14 Br 3.28356 -0.79046 0.01009  -0.005
15 C 0.41208 -0.27123 -0.35029  -0.141

The calculation puts the HOMO-LUMO gap (alpha / beta) at 7.37 / 7.14 eV. Its net charge is 0. Its multiplicity is 3.

---

(4)
This record from OMol25 describes 3 unconnected molecules or ions with the total composition C3H10NO2 at a distorted geometry. The level of theory is ωB97M-V with the def2-TZVPD basis set.

Each line ends with the Löwdin charge.
Geometry (Å):
1 H 0.76372 2.79210 -0.55138  0.081
2 H 0.43737 -2.15248 -3.12767  0.046
3 H -1.64684 0.50249 2.39737  0.208
4 O 0.44710 -1.53223 -2.40024  -0.051
5 N -1.10311 0.25777 1.51468  0.037
6 C -1.63933 0.39967 0.34296  0.177
7 H -1.21295 -0.00248 -0.57590  0.106
8 H -2.57885 0.93844 0.26050  0.126
9 H 0.10095 -0.71754 2.92749  0.118
10 H 0.89014 -0.51526 -0.06301  0.024
11 C 0.91809 -0.93032 0.92744  0.098
12 C 0.08269 -0.45126 1.88267  -0.122
13 H 1.50236 1.63842 -1.22077  0.040
14 O 0.71465 1.82737 -0.73164  -0.051
15 H 0.38937 -0.68137 -2.84310  0.035
16 H 1.93464 -1.37334 1.26061  0.128

The calculation puts the HOMO-LUMO gap at 9.30 eV. Its net charge is +1.

---

(5)
This record from OMol25 describes a molecular structure, C53H68KN8O5SSi at a distorted geometry. The level of theory is ωB97M-V with the def2-TZVPD basis set.

Each line ends with the Löwdin charge.
Geometry (Å):
1 O -1.09031 -0.39667 -2.13388  0.029
2 C 2.81627 -4.18076 -1.13825  -0.008
3 C -1.64804 4.27412 0.42195  -0.147
4 H -4.71358 -1.42438 4.35117  0.086
5 H 3.14766 2.83436 -3.49744  0.116
6 N -0.45696 -2.90556 0.12414  0.193
7 C -0.21379 2.79930 -3.84366  -0.057
8 C 3.95741 2.17229 3.07653  -0.171
9 C 5.00344 0.02803 -2.85120  -0.096
10 H -4.68475 0.80455 -3.07378  0.083
11 H 3.38192 -5.04316 2.45968  0.071
12 C -3.42595 -0.21602 1.12604  -0.120
13 H -1.27158 3.04151 -5.69163  0.107
14 N -0.22185 2.77263 -0.82587  -0.147
15 C 1.71424 -3.19296 -0.85575  -0.253
16 H -2.13022 0.54852 -5.49345  0.079
17 H -4.71809 -0.80624 -3.81913  0.091
18 H 1.08366 3.92199 2.88068  0.035
19 C -0.49673 6.50024 -0.81501  -0.090
20 H -3.68622 0.99648 -1.16817  0.140
21 C -2.27395 -0.24223 4.76828  -0.024
22 H -3.66860 -3.78661 3.23194  0.106
23 H 5.81067 0.16963 -0.86705  0.107
24 H -5.39307 -4.15720 1.48744  0.094
25 C -0.59307 4.07076 -0.55203  -0.269
26 H 3.71949 -3.65464 -1.43952  0.085
27 C 0.17728 -5.21726 -0.41381  -0.011
28 H -4.94246 0.33088 4.39813  0.089
29 H -4.35826 0.62759 -4.78923  0.087
30 H -1.99258 -4.46826 -2.32023  0.082
31 C 2.91819 -1.35442 -1.67080  -0.227
32 H 3.13381 -0.51387 1.08717  0.068
33 H -3.20269 -3.21636 -2.57953  0.076
34 C 1.03011 2.74684 -3.23184  -0.254
35 H -4.76215 -3.99819 -0.90268  0.105
36 H 3.92109 -0.22743 -4.69072  0.102
37 H 0.90189 2.17691 5.66782  0.014
38 N -3.11806 -0.30494 3.58650  -0.134
39 H -4.07124 -1.10104 1.13726  0.115
40 H -0.79835 -5.49662 -0.02099  0.085
41 C -3.40724 -3.71093 2.18140  -0.065
42 C 1.69739 -1.54751 -3.85463  -0.031
43 H 3.47834 0.00264 5.31453  0.065
44 Si 2.17112 1.77279 3.54486  0.341
45 O -1.35068 0.05722 2.23672  -0.059
46 H 5.81586 0.58087 -3.30776  0.092
47 H -0.44154 -2.29168 2.71045  0.066
48 C 3.29394 -0.93019 4.79880  -0.061
49 C 0.74495 3.26982 -7.48987  -0.062
50 H -4.06546 -0.73737 -1.32412  0.134
51 H -2.39303 -1.15521 5.35831  0.086
52 C 3.70167 -3.27355 4.51813  -0.103
53 H 0.10641 4.11876 -7.74268  0.075
54 H 2.58980 1.82642 6.04855  0.002
55 H 0.31430 2.38480 -7.96452  0.075
56 C -1.75642 -3.31181 0.48688  -0.201
57 H -1.48927 -3.12329 3.88494  0.077
58 H 1.84808 -5.18296 3.31771  0.072
59 C -4.37339 -3.92225 1.20663  -0.106
60 H 1.66349 -2.63399 -3.99242  0.078
61 C 0.84998 3.09044 -5.99787  -0.284
62 H 4.87669 -0.79859 1.07312  0.085
63 C 1.93457 2.34342 5.34330  -0.191
64 H 2.52808 -4.86695 -1.93891  0.084
65 N -2.20590 3.18670 1.02637  0.143
66 O 2.25723 3.34145 -1.04497  -0.306
67 H -1.10328 2.71408 -3.22948  0.110
68 H -0.90127 -0.14796 -4.42656  0.072
69 C -1.94171 -0.20638 -4.72903  -0.035
70 H -2.55140 0.61397 5.39018  0.090
71 N -2.78561 0.04369 -3.57550  -0.135
72 C 3.94777 -0.43071 -3.62519  -0.066
73 C 2.78466 -3.23166 3.47703  -0.384
74 S 1.17595 2.47744 -1.47054  0.531
75 H -2.13569 -1.19725 -5.15553  0.095
76 H 2.14038 3.41644 5.42203  0.015
77 H 1.92242 -4.24941 1.81485  0.034
78 C 1.04383 2.88112 2.54202  -0.164
79 C -2.05302 5.59198 0.75555  -0.169
80 H -0.33399 -4.01648 2.89414  0.073
81 H 4.05563 2.22292 1.98763  0.021
82 C 3.96429 -0.89731 -0.86840  -0.205
83 C 3.93197 -1.09950 0.61855  -0.014
84 H 4.63332 -2.03705 6.02584  0.090
85 C 2.88951 -1.11906 -3.04680  -0.218
86 C -3.09374 3.38243 1.96433  -0.154
87 H 0.77972 -1.25100 -3.34126  0.052
88 H 3.03424 -4.78028 -0.25313  0.072
89 C -1.47080 6.71138 0.11593  -0.077
90 C 2.46752 -4.50484 2.72283  -0.059
91 N 1.79174 0.15762 3.21303  -0.037
92 C -2.26070 -0.13589 -2.32646  -0.420
93 C -3.24972 -0.01282 -1.17601  -0.126
94 H -1.79366 7.70935 0.38774  0.097
95 H 0.94818 -5.74473 0.15038  0.079
96 H -3.34801 6.74807 2.03550  0.108
97 C 5.00191 -0.20509 -1.48466  -0.044
98 C -2.33713 -3.48984 -1.97011  -0.024
99 H 4.20118 -4.19547 4.78842  0.083
100 H -3.49019 2.49838 2.45758  0.088
101 H 1.72483 3.44219 -7.93557  0.069
102 H -1.54161 -2.76913 -2.15512  0.068
103 C 0.39290 -3.72915 -0.31941  -0.255
104 C -1.04282 -3.18580 2.89096  -0.019
105 H -4.28460 4.73309 3.17028  0.093
106 H 0.00733 2.53502 2.60900  0.015
107 C -0.29715 2.97893 -5.21627  -0.058
108 C 3.93809 -2.07033 5.19200  -0.123
109 O 1.41879 1.05435 -1.34834  -0.447
110 H -1.23492 -0.14356 4.45946  0.088
111 C 2.18431 2.86944 -3.99110  -0.045
112 C -0.05943 5.20541 -1.14332  -0.034
113 C -4.53078 -0.49326 3.80628  -0.054
114 C 2.38518 -0.92943 3.67616  -0.459
115 H 2.99266 3.12158 -5.95869  0.106
116 H 3.73658 -2.13786 0.89224  0.067
117 C -3.54947 4.65078 2.38002  -0.071
118 H 4.62865 1.38711 3.43962  0.014
119 N 1.77554 -1.95439 -1.08225  0.187
120 H -5.07514 -0.54092 2.86748  0.078
121 H -4.05867 0.68069 1.08979  0.129
122 C -2.71119 -3.53825 -0.51175  -0.214
123 C -2.09581 -3.39551 1.84534  -0.200
124 C -3.03376 5.74716 1.76066  -0.037
125 H 4.29376 3.12843 3.49078  0.017
126 H 1.33324 2.87897 1.48731  0.008
127 H 1.72074 -1.08522 -4.84366  0.075
128 O -2.57034 -0.25973 0.01523  -0.162
129 H 0.74411 5.10280 -1.85914  0.096
130 C -2.53773 -0.14886 2.36597  -0.436
131 C 2.08846 3.03157 -5.36607  -0.043
132 N 2.14126 -2.14134 3.06857  0.128
133 H 0.25246 -5.55021 -1.45230  0.086
134 H -0.03056 7.34392 -1.31097  0.099
135 C -4.20822 0.16482 -3.81435  -0.056
136 K 0.08398 0.23054 0.33427  0.737
137 C -4.01850 -3.83091 -0.13006  -0.068

The calculation puts the HOMO-LUMO gap at 5.23 eV. Its net charge is -1.

---

(6)
This record from OMol25 describes 2 unconnected molecules or ions with the total composition C13H19F5N3S at a distorted geometry. The level of theory is ωB97M-V with the def2-TZVPD basis set.

Each line ends with the Löwdin charge.
Geometry (Å):
1 H 4.49625 -0.75053 -4.57881  0.117
2 H -2.03320 1.20693 0.94471  0.113
3 C -2.88195 -0.37324 -0.34427  -0.190
4 C 4.65892 -1.13531 -2.47078  -0.109
5 F 0.82462 2.16790 3.89276  0.146
6 H 5.39753 -1.92999 -2.58612  0.078
7 C -0.97679 0.60291 3.49337  -0.293
8 H 0.99553 -1.51384 -1.66209  -0.114
9 C -0.55064 -0.43075 2.42260  -0.022
10 F -0.44049 0.14567 4.69630  0.097
11 F -2.34540 0.62632 3.70688  0.115
12 C -4.75339 0.61068 1.18815  -0.107
13 N -0.80556 -0.51019 1.04348  -0.007
14 H 0.62255 -1.88788 3.77097  0.157
15 H -3.81344 1.59645 -0.58997  0.114
16 C 2.35174 0.58820 -3.56706  -0.221
17 S -0.16522 -2.12012 -1.19704  0.863
18 F -1.23587 2.98137 3.86789  0.158
19 H -4.70266 -0.41927 1.64429  0.081
20 H -1.01261 0.89792 -0.58206  0.150
21 H -4.19454 1.34631 1.83594  0.067
22 H -2.67234 -0.65670 -1.41517  0.095
23 F -0.22410 2.41923 1.98254  0.139
24 C -0.40479 2.06339 3.28918  -0.439
25 H 4.87652 -0.60439 -1.54055  0.077
26 C 3.75686 0.99821 -3.53549  -0.185
27 C 4.71252 -0.19052 -3.66550  -0.257
28 C -0.17137 -1.61412 0.54924  -0.528
29 H 3.93815 1.69158 -4.36067  0.125
30 H 3.67644 -1.60622 -2.37729  0.055
31 H 5.73140 0.19241 -3.76054  0.114
32 N 0.46184 -2.29166 1.56153  0.112
33 H 0.99029 -3.15351 1.42816  0.177
34 H -5.83343 0.91436 1.11605  0.083
35 H -3.04094 -1.31165 0.26485  0.120
36 C 0.25073 -1.59153 2.76577  0.081
37 C -1.62738 0.44098 0.24249  -0.094
38 H 3.96229 1.54571 -2.61220  0.123
39 N 1.24807 0.26574 -3.59253  0.140
40 H -4.91968 0.21481 -0.99872  0.114
41 C -4.14645 0.57435 -0.27030  -0.245

The calculation puts the HOMO-LUMO gap at 10.25 eV. Its net charge is +1.

---

Question: Number 4 is which compound?
Answer: C3H10NO2

---

Question: Which value of net charge does entry 1 give?
Answer: 0